(1)
Computed, not measured: a cluster of 5 separate species, C28H45BCl8NO6 in total in a non-equilibrium geometry, with the ωB97M-V functional and the def2-TZVPD basis.

XYZ file:
```
89
Properties=species:S:1:pos:R:3:forces:R:3:mulliken_charge:R:1
C -0.863248 -0.851808 0.205009 -0.9 -0.9 -0.6 -0.516
C -1.970543 -1.053115 1.311478 -0.6 0.0 -0.3 0.603
C -3.016389 0.144448 1.192599 0.6 0.1 -1.0 -0.839
C -1.423203 -1.314485 2.783282 0.0 0.1 -1.1 -1.189
C 0.089237 -0.945932 3.033983 -0.5 -0.9 3.8 -0.152
O 1.102870 -1.749546 2.431606 -2.3 1.6 -1.5 -0.562
B 2.170363 -0.788251 2.086019 1.6 -0.3 1.9 1.229
C 3.191078 -1.094768 0.850168 0.9 1.0 -1.6 -0.835
C 2.846901 -0.323786 -0.498381 -0.5 -0.8 1.3 0.767
O 2.992985 -1.225724 -1.664562 -1.6 1.7 -1.3 -0.339
C 2.212621 -0.726605 -2.693366 1.3 -0.1 -0.6 0.454
O 2.637999 -0.660972 -3.832246 -0.6 -0.4 1.0 -0.611
O 1.628323 0.587057 2.230607 -1.8 1.6 -0.6 -0.759
C 0.511939 0.641459 3.132511 2.9 -4.1 -1.4 0.588
C 1.130121 0.861929 4.564029 -0.4 1.5 0.8 -1.475
C 1.651308 2.360714 4.798506 -0.6 -0.1 1.1 0.373
C 2.955477 2.384949 5.698902 -0.5 -0.4 0.3 -1.551
O 1.735164 3.127710 3.581659 1.2 -0.5 0.8 -0.273
C 3.070198 3.291424 3.100973 -0.4 1.0 -2.3 -0.240
C 2.932505 3.794460 1.601203 -0.6 0.8 -2.5 0.198
C 4.035052 4.454507 0.861447 -2.4 -0.6 -0.9 -0.547
C 3.841319 4.858941 -0.548963 -1.4 -0.8 0.4 -0.401
C 2.580796 4.638606 -1.295899 0.1 -0.9 3.1 -0.469
C 1.466719 4.015349 -0.545199 2.3 0.3 1.0 -0.396
C 1.653204 3.613679 0.856396 1.3 0.7 -0.7 -0.023
N -0.601552 1.517864 2.690255 -0.6 0.0 1.5 -0.120
C -1.346423 1.862040 3.607865 1.8 1.0 0.4 0.572
O -1.836790 2.353212 4.563750 -0.5 -0.7 -1.2 -0.576
H -0.202805 -1.764391 0.192774 -0.3 1.2 0.1 -0.057
H -1.406744 -0.864223 -0.797041 0.6 0.2 1.0 0.471
H -0.303624 0.118140 0.268130 -0.4 -1.0 0.3 -0.248
H -2.546966 -1.987558 1.014332 0.7 1.0 0.3 0.536
H -3.498970 0.438552 2.162823 0.3 -0.4 -0.9 0.338
H -3.786135 -0.095140 0.380447 0.9 0.3 1.5 -0.241
H -2.446288 1.039091 0.786343 -0.8 -0.8 0.7 0.232
H -2.129089 -0.773223 3.490365 1.1 -0.5 -0.5 0.320
H -1.548887 -2.410445 3.013894 0.3 1.0 -0.2 0.403
H 0.215169 -1.247706 4.134177 -0.5 0.3 -0.9 0.362
H 2.921189 -0.894110 3.057604 0.7 -0.1 0.6 -0.542
H 4.224774 -0.730543 1.152164 -1.1 -0.5 -0.2 0.036
H 3.290943 -2.197324 0.634553 0.0 1.5 0.4 0.213
H 3.494019 0.578408 -0.679912 -0.7 -0.8 0.2 0.271
H 1.757999 -0.045847 -0.450757 1.1 0.1 -0.1 -0.437
H 1.167068 -0.327687 -2.492793 1.1 -0.6 0.6 0.233
H 0.346766 0.657019 5.364309 0.8 0.2 -0.9 0.346
H 1.993094 0.186811 4.802592 -1.0 0.2 -1.0 0.309
H 0.844994 2.858399 5.426550 0.9 -0.3 -0.9 0.379
H 3.790810 1.754202 5.276089 -0.9 0.8 0.4 0.340
H 2.655878 1.918736 6.689331 0.4 0.5 -1.1 0.419
H 3.316564 3.429878 5.931058 -0.4 -1.1 -0.4 0.378
H 3.670753 2.344332 3.044781 -0.6 0.8 0.4 0.212
H 3.568482 4.133516 3.655955 -0.1 -1.0 -0.3 0.479
H 5.012819 4.642319 1.369158 -0.9 -0.2 -0.6 0.313
H 4.695820 5.328341 -1.098971 -0.8 -0.5 0.7 0.288
H 2.441081 4.922234 -2.369648 0.4 -0.2 1.2 0.321
H 0.478467 3.807581 -1.028531 1.1 0.3 0.5 0.381
H 0.778370 3.148133 1.377658 1.1 0.4 -0.5 0.034
Cl 1.553169 1.134925 -7.649414 0.0 0.0 -0.1 -0.220
C 0.595958 0.583668 -6.248265 -0.1 -0.1 0.2 0.008
C -0.267863 1.687473 -5.679945 -0.1 -0.1 -0.1 -0.394
Cl 0.698918 2.964321 -4.899142 0.0 0.0 0.0 -0.159
H 1.285130 0.188111 -5.501464 0.0 0.1 0.0 -0.024
H -0.035197 -0.234550 -6.598815 0.0 0.1 0.0 0.308
H -0.930304 1.280733 -4.913876 0.1 0.0 0.0 0.147
H -0.883390 2.152879 -6.449971 0.1 0.0 0.0 0.372
Cl -6.716822 -0.529486 -0.646158 0.0 0.0 0.1 -0.170
C -6.574082 0.698667 -1.931069 0.0 0.1 -0.2 -0.619
C -5.432672 0.404480 -2.879518 0.2 0.0 -0.2 -0.043
Cl -3.843050 0.599848 -2.097283 0.0 0.1 -0.2 -0.102
H -6.458841 1.672202 -1.454909 0.1 -0.1 0.0 0.409
H -7.518807 0.695320 -2.477927 0.1 -0.1 0.0 0.392
H -5.460141 1.102777 -3.718791 -0.1 0.0 0.1 0.352
H -5.491413 -0.614686 -3.280720 0.5 1.0 0.5 -0.238
Cl 1.795764 -3.814909 -0.005291 -0.4 -0.6 -0.1 -0.030
C 2.731843 -5.002312 -0.940575 -0.1 0.1 -0.1 -0.658
C 3.041143 -6.246718 -0.137637 -0.1 -0.1 -0.2 -0.372
Cl 4.195270 -5.927725 1.182158 0.0 0.0 0.0 -0.196
H 3.641870 -4.514119 -1.291232 0.0 0.0 0.1 0.308
H 2.128843 -5.266171 -1.811160 0.1 -0.1 0.1 0.324
H 3.499896 -6.998204 -0.782795 0.0 0.1 0.0 0.338
H 2.139615 -6.676430 0.298541 0.1 0.1 0.0 0.275
Cl -6.772819 -2.081166 -3.863959 -0.7 -1.0 -0.5 -0.183
C -6.197734 -3.742715 -4.155351 -0.1 -0.4 -0.1 -0.465
C -5.359748 -4.258683 -3.007191 0.0 -0.1 0.0 -0.531
Cl -3.799607 -3.410244 -2.883360 -0.1 0.1 0.0 -0.124
H -5.642624 -3.749447 -5.092985 0.0 0.1 0.1 0.324
H -7.082989 -4.368346 -4.278664 0.0 0.0 0.1 0.323
H -5.134935 -5.315340 -3.160404 0.0 0.1 -0.1 0.347
H -5.877960 -4.155000 -2.053893 0.0 0.1 -0.1 0.300
```
Forces are in eV/Å.

## Properties
- E_LUMO (eV) = 1.7
- charge = -1
- HOMO-LUMO gap (eV) = 5.83
- highest occupied orbital energy (Eh) = -0.150

(2)
Computed, not measured: a structure of composition C42H44AsCuN2O10P3SSi, with the ωB97M-V functional and the def2-TZVPD basis.

XYZ file:
```
105
Properties=species:S:1:pos:R:3:forces:R:3:mulliken_charge:R:1
Cu 0.566115 -1.992110 0.034082 -0.1 0.2 -0.1 -0.987
O 1.740033 -2.475383 3.622186 -0.3 0.1 0.2 -0.593
P 0.227390 -2.280857 3.124949 0.2 0.1 0.1 0.820
O -0.612311 -1.833437 4.252220 0.0 0.0 0.0 -0.849
O 0.220708 -1.401176 1.882093 0.0 -0.1 -0.2 0.158
O -0.136092 -3.792045 2.653619 -0.2 -0.1 0.0 -0.392
P -0.451126 -4.370087 1.168561 0.0 0.0 0.0 0.833
O 1.051978 -4.486216 0.540512 0.1 -0.1 0.1 -0.363
O -1.093142 -5.687803 1.298385 -0.1 0.0 0.0 -0.933
O -1.039644 -3.256543 0.329666 0.2 -0.2 0.0 0.032
H 2.302135 -2.918239 2.963676 0.1 0.0 0.0 0.422
H 1.700337 -4.868033 1.147035 0.0 0.0 0.0 0.344
C -1.462812 1.587906 0.974857 -0.1 0.0 -0.1 -1.146
C -0.559667 1.526575 2.193360 0.1 -0.1 0.0 0.309
As -0.360719 3.212979 3.179285 0.1 0.1 0.0 -0.056
C 0.282731 4.365649 1.732268 0.0 0.0 -0.1 0.187
C 1.036933 3.837517 0.685114 0.0 0.0 0.0 0.245
C 1.566218 4.670221 -0.293456 0.0 0.0 0.0 -0.732
C 1.356547 6.040585 -0.238152 0.0 0.0 0.0 -0.555
C 0.620531 6.578381 0.809281 0.0 0.0 0.0 -0.552
C 0.094523 5.746437 1.787558 0.0 0.0 0.0 -0.381
C -2.248007 3.744190 3.209860 0.0 0.0 0.0 -0.015
C -2.922702 4.380176 2.170159 0.0 0.0 0.0 0.153
C -4.285651 4.629445 2.258574 0.0 0.0 0.0 -0.641
C -4.997498 4.236699 3.384078 0.0 0.0 0.0 -0.390
C -4.338257 3.595706 4.422479 0.0 0.0 0.0 -0.641
C -2.972301 3.358916 4.335940 0.0 0.0 0.0 -0.435
P -1.522246 0.055867 -0.095059 0.0 0.1 0.1 2.104
C -2.293103 0.858937 -1.563226 0.1 0.0 0.0 -0.434
C -3.502173 1.555247 -1.517537 0.0 0.0 0.0 -0.313
C -3.994253 2.196233 -2.643439 0.0 0.0 0.0 -0.781
C -3.284836 2.146393 -3.839306 0.0 0.0 0.0 -0.484
C -2.089498 1.447569 -3.900667 0.0 0.0 0.0 -0.780
C -1.598323 0.805147 -2.768697 0.0 0.0 0.0 -0.370
C -2.960416 -0.845292 0.583939 0.1 0.0 0.1 0.538
C -3.060018 -1.070412 1.955729 0.0 0.0 0.0 -0.569
C -4.065339 -1.879305 2.465279 0.0 0.0 0.0 -0.770
C -4.983848 -2.475289 1.613909 0.0 0.0 0.0 -0.512
C -4.882128 -2.269883 0.244799 0.0 0.0 0.0 -0.760
C -3.873009 -1.467950 -0.264745 0.0 0.0 0.0 -0.580
H -1.107347 2.363643 0.288596 0.0 0.0 0.0 0.665
H -2.485801 1.857062 1.251007 0.0 0.0 0.0 0.559
H 0.449262 1.213389 1.928631 0.1 -0.1 0.0 -0.921
H -0.886372 0.797967 2.934537 0.0 0.0 0.0 0.569
H 1.225505 2.772456 0.626239 0.0 0.0 0.0 0.242
H 2.140248 4.237910 -1.104034 0.0 0.0 0.0 0.384
H 1.763864 6.686345 -1.006925 0.0 0.0 0.0 0.379
H 0.454437 7.648212 0.864619 0.0 0.0 0.0 0.362
H -0.478330 6.179182 2.601161 0.0 0.0 0.0 0.395
H -2.386255 4.666086 1.274118 0.0 0.0 0.0 0.367
H -4.796266 5.114185 1.434731 0.0 0.0 0.0 0.386
H -6.063741 4.418424 3.445251 0.0 0.0 0.0 0.371
H -4.886181 3.271732 5.298979 0.0 0.0 0.0 0.378
H -2.465715 2.850538 5.149325 0.0 0.0 0.0 0.355
H -4.065527 1.586255 -0.591252 0.0 0.0 0.0 0.418
H -4.934462 2.733211 -2.590167 0.0 0.0 0.0 0.393
H -3.669961 2.646440 -4.720518 0.0 0.0 0.0 0.367
H -1.534135 1.390863 -4.829071 0.0 0.0 0.0 0.444
H -0.671672 0.245020 -2.826256 0.0 0.0 0.0 0.466
H -2.317056 -0.679733 2.636951 0.0 0.0 0.0 0.085
H -4.099569 -2.068728 3.530835 0.0 0.0 0.0 0.441
H -5.757488 -3.121417 2.011774 0.0 0.0 0.0 0.338
H -5.574225 -2.755641 -0.433083 0.0 0.0 0.0 0.360
H -3.784631 -1.340550 -1.337835 0.0 0.0 0.0 0.407
O 2.515811 0.610142 0.896339 -0.1 0.1 0.1 -0.417
C 3.137527 -0.437479 0.891187 0.0 -0.1 0.0 -0.211
N 2.659172 -1.664443 0.546146 -0.2 0.1 -0.2 0.697
S 3.752624 -2.830636 0.708051 -0.1 0.0 -0.1 0.507
O 3.451515 -3.669542 1.862955 0.2 -0.2 -0.2 -0.916
O 4.042230 -3.530133 -0.511371 0.0 0.0 0.0 -0.701
C 5.094943 -1.773442 1.160562 0.1 0.0 0.0 0.231
C 6.415450 -2.079144 1.424074 0.0 0.0 0.0 -0.881
C 7.247754 -1.027507 1.787719 0.0 0.0 0.0 -0.543
C 6.757449 0.274368 1.883380 0.0 0.0 0.0 -0.616
C 5.424246 0.555619 1.614237 0.0 0.0 0.0 -0.296
C 4.601562 -0.493981 1.249141 0.0 0.0 0.0 -0.032
H 6.784105 -3.093436 1.347761 0.0 0.0 0.0 0.475
H 8.292129 -1.220552 2.001069 0.0 0.0 0.0 0.370
H 7.428903 1.074125 2.171292 0.0 0.0 0.0 0.388
H 5.018318 1.556939 1.680063 0.0 0.0 0.0 0.567
C -1.363246 -4.344624 -2.345941 -0.1 0.0 0.0 -1.059
Si 0.160284 -3.438596 -2.927124 0.1 0.0 0.1 0.500
C -0.378670 -2.689991 -4.581664 0.0 0.0 -0.1 -1.252
C 1.457646 -4.784665 -3.261178 0.0 0.0 0.0 -1.356
N 0.753041 -2.155287 -1.923004 0.2 0.0 0.0 2.468
C 1.691421 -1.296873 -2.469538 -0.1 0.1 0.1 0.542
C 1.867812 -0.003322 -1.934927 0.0 0.1 -0.1 0.243
C 2.792237 0.893692 -2.437897 0.0 0.0 0.0 -0.676
C 3.591872 0.564807 -3.527182 0.0 0.0 0.0 -0.982
C 3.437290 -0.700201 -4.081062 0.0 0.0 0.0 -0.816
C 2.522613 -1.606737 -3.570087 0.0 -0.1 0.0 -0.677
H -1.680071 -4.950117 -3.205375 0.0 0.0 0.0 0.443
H -2.176628 -3.675593 -2.062831 0.0 0.0 0.0 0.083
H -1.190688 -5.013067 -1.504720 0.0 0.0 0.0 0.277
H -0.761739 -3.471126 -5.246133 0.0 0.0 0.0 0.410
H 0.423267 -2.162810 -5.101021 0.0 0.0 0.0 0.392
H -1.186250 -1.973205 -4.403939 0.0 0.0 0.0 0.170
H 1.056157 -5.765308 -2.993072 0.0 0.0 0.0 0.371
H 2.349795 -4.615871 -2.653797 0.0 0.0 0.0 0.216
H 1.758727 -4.818758 -4.313420 0.0 0.0 0.0 0.391
H 1.268980 0.301533 -1.086482 0.0 -0.1 0.0 0.058
H 2.883842 1.864869 -1.961847 0.0 0.0 0.0 0.318
H 4.318608 1.264655 -3.921703 0.0 0.0 0.0 0.321
H 4.055588 -1.001963 -4.920623 0.0 0.0 0.0 0.343
H 2.478777 -2.591950 -4.014768 0.0 0.0 0.0 0.309
```
Forces are in eV/Å.

## Properties
- E_LUMO (spin up / spin down) (eV) = 4.0 / 4.0
- charge = -2
- HOMO-LUMO gap (spin up / spin down) (eV) = 6.34 / 6.31
- spin multiplicity = 2
- highest occupied orbital energy (spin up / spin down) (Eh) = -0.088 / -0.086

(3)
Computed, not measured: an isolated molecule of C3H8N2 in a non-equilibrium geometry, with the ωB97M-V functional and the def2-TZVPD basis.

XYZ file:
```
13
Properties=species:S:1:pos:R:3:forces:R:3:nbo_charge:R:1
C 1.531722 0.009684 -0.400802 0.1 0.0 -0.9 -0.606
C 0.413468 -0.305279 0.641954 0.5 0.6 -0.5 -0.484
C -0.989373 -0.193387 0.070391 0.1 1.1 0.9 0.447
H 1.542883 1.056879 -0.823266 -0.4 -1.3 0.1 0.205
H 1.693859 -0.815951 -1.198744 -0.9 1.6 1.0 0.217
H 2.440049 -0.061726 0.154495 0.9 0.1 0.5 0.209
H 0.404400 0.444213 1.494338 0.5 -1.0 -0.8 0.223
H 0.750909 -1.303223 0.965138 -1.0 0.3 0.4 0.224
H -0.726615 1.899084 -0.024371 -1.4 -1.3 0.0 0.375
H -2.252190 1.224198 -0.604602 0.9 0.2 0.8 0.397
H -1.524922 -2.019409 -0.100745 0.6 -0.8 0.1 0.342
N -1.463185 1.147193 0.065120 0.9 0.3 -1.1 -0.840
N -1.821003 -1.082280 -0.238900 -0.8 0.2 -0.5 -0.709
```
Forces are in eV/Å.

## Properties
- E_LUMO (eV) = 0.9
- HOMO-LUMO gap (eV) = 10.27
- SMILES = [H]/N=C(/N)CC
- highest occupied orbital energy (Eh) = -0.343

no.,energy (eV)
1,-144396.2802
2,-219794.2619
3,-6220.5577